{
  "formula": "C71H150F6N6O5S",
  "method": "ωB97M-V with the def2-TZVPD basis set",
  "gap_ev": 7.602,
  "charge": 4,
  "e_tot_ev": -122341.892,
  "spin_multiplicity": 1,
  "lumo_ev": -6.8232,
  "de_lowest_kcal_mol": 82.0,
  "elements": ["S", "F", "F", "F", "F", "F", "F", "O", "O", "O", "O", "O", "N", "N", "N", "N", "N", "N", "C", "C", "C", "C", "C", "C", "C", "C", "C", "C", "C", "C", "C", "C", "C", "C", "C", "C", "C", "C", "C", "C", "C", "C", "C", "C", "C", "C", "C", "C", "C", "C", "C", "C", "C", "C", "C", "C", "C", "C", "C", "C", "C", "C", "C", "C", "C", "C", "C", "C", "C", "C", "C", "C", "C", "C", "C", "C", "C", "C", "C", "C", "C", "C", "C", "C", "C", "C", "C", "C", "C", "H", "H", "H", "H", "H", "H", "H", "H", "H", "H", "H", "H", "H", "H", "H", "H", "H", "H", "H", "H", "H", "H", "H", "H", "H", "H", "H", "H", "H", "H", "H", "H", "H", "H", "H", "H", "H", "H", "H", "H", "H", "H", "H", "H", "H", "H", "H", "H", "H", "H", "H", "H", "H", "H", "H", "H", "H", "H", "H", "H", "H", "H", "H", "H", "H", "H", "H", "H", "H", "H", "H", "H", "H", "H", "H", "H", "H", "H", "H", "H", "H", "H", "H", "H", "H", "H", "H", "H", "H", "H", "H", "H", "H", "H", "H", "H", "H", "H", "H", "H", "H", "H", "H", "H", "H", "H", "H", "H", "H", "H", "H", "H", "H", "H", "H", "H", "H", "H", "H", "H", "H", "H", "H", "H", "H", "H", "H", "H", "H", "H", "H", "H", "H", "H", "H", "H", "H", "H", "H", "H", "H", "H", "H", "H", "H", "H", "H", "H", "H", "H"],
  "xyz": [[0.118, -4.385, -3.363], [0.720, -5.386, -0.867], [-0.973, -4.054, -0.765], [2.505, 2.591, 3.007], [0.604, 1.580, 3.452], [1.070, -3.188, -1.106], [0.594, 3.248, 2.185], [-0.565, -3.147, -3.769], [1.501, -4.437, -3.830], [0.413, 0.912, 0.556], [-0.757, -5.519, -3.651], [2.632, 1.249, 0.367], [-4.022, 3.448, 2.041], [-3.907, -5.638, 2.544], [-4.081, -2.291, -4.629], [6.094, -0.926, 1.390], [3.103, 7.388, 2.523], [3.159, -0.769, -4.166], [1.342, 2.169, 2.419], [-2.863, -1.708, -6.938], [-2.265, -3.806, 2.288], [-3.749, -3.808, -4.652], [3.670, -1.940, -3.300], [3.581, 9.801, 1.970], [-4.763, 2.108, 2.125], [2.720, 6.918, 1.056], [-3.112, -1.420, -5.430], [-3.560, -6.950, 1.734], [-1.952, -7.937, -1.800], [2.602, 8.834, 2.648], [-3.967, -3.183, -2.301], [-3.627, -3.307, 1.757], [0.123, -0.325, 0.017], [2.714, -4.606, 1.590], [0.942, 4.999, 4.915], [-2.604, -6.785, 0.533], [-1.451, 1.681, 6.240], [-0.459, 2.105, -2.788], [-5.151, 4.447, 1.620], [2.768, 6.422, 3.723], [-2.945, 3.420, 0.915], [6.029, -1.172, -0.109], [-7.745, -0.992, -5.462], [-2.105, 4.764, 0.819], [4.598, 7.663, 2.581], [-2.500, 2.766, 3.997], [7.268, -1.653, 2.041], [8.597, -2.158, 4.210], [4.598, -2.903, 2.135], [4.393, -2.270, -5.588], [0.959, 0.701, -4.498], [-4.201, -4.303, -3.277], [-2.627, -8.073, -0.368], [-1.049, 4.710, -0.253], [-6.188, 2.304, 1.538], [-0.483, 1.150, -3.984], [-4.904, -5.849, 3.718], [7.345, -1.491, 3.602], [7.035, -0.242, -0.654], [-4.474, -6.596, 4.929], [1.700, -0.435, -3.730], [-5.545, -2.211, -5.135], [-2.565, -5.052, 3.129], [-4.479, -4.565, 1.587], [3.125, -3.325, 2.284], [-1.330, -0.240, -0.363], [4.161, 0.492, -4.051], [3.161, -1.391, -5.556], [-6.128, 3.573, 0.774], [7.049, 0.980, 0.295], [2.788, 5.208, -0.679], [1.233, 6.190, 3.900], [4.824, -1.358, 2.095], [-8.448, 0.343, -5.693], [1.207, 5.503, 6.369], [1.648, 1.063, 1.300], [-1.716, -0.740, -7.337], [-5.699, -6.784, 5.860], [-2.582, 2.505, 5.527], [4.664, -2.748, -4.194], [4.851, 9.066, 1.914], [3.005, 5.452, 0.829], [4.162, 1.257, -2.672], [-6.214, -0.866, -5.092], [-3.437, 3.891, 3.447], [0.235, -4.222, -1.404], [6.290, 0.615, 1.552], [5.246, 2.339, -2.692], [-3.953, -1.924, -3.093], [1.589, 1.589, -4.543], [5.468, 9.655, 2.593], [0.753, 7.053, 4.361], [5.327, -1.841, -5.954], [6.712, 0.049, -1.654], [-6.158, -0.423, -4.098], [-5.550, -4.428, 1.733], [3.131, -0.547, -6.246], [-3.558, 3.261, 0.028], [2.140, 6.007, 6.619], [1.641, -4.792, 1.569], [1.207, -1.392, -3.899], [0.343, -1.232, 0.579], [5.233, 9.000, 0.895], [9.006, -2.978, 3.619], [3.188, 4.252, -1.018], [-3.036, -3.315, -1.749], [-9.475, 0.152, -6.003], [-2.801, -5.939, -0.125], [1.641, 7.009, 0.933], [-1.611, -1.187, -0.823], [-3.010, 4.865, 3.209], [-5.649, -7.458, 6.715], [-0.873, -0.818, -6.650], [-6.157, -2.901, -4.555], [5.158, 0.131, -4.305], [8.488, -2.711, 5.143], [6.212, 1.960, -3.025], [3.274, 5.476, 3.527], [3.264, 10.006, 0.948], [2.761, -2.523, -3.148], [-2.210, -1.566, -4.836], [5.304, 2.715, -1.670], [-2.049, 0.297, -7.293], [6.713, 1.026, 2.468], [1.736, -0.263, -2.654], [-0.879, -7.755, -1.854], [-4.223, 1.407, 1.488], [-1.185, 1.605, -4.684], [4.075, -1.572, -2.357], [-3.381, -0.370, -5.316], [1.723, 5.210, -0.914], [3.173, 7.638, 0.374], [-1.957, -0.271, 0.528], [-4.236, -7.607, 4.599], [-0.565, 5.686, -0.286], [1.797, 0.143, 1.866], [-8.356, 0.994, -4.824], [8.086, 1.287, 0.427], [0.496, 6.324, 6.464], [-2.500, -2.732, -7.030], [-1.715, 0.576, -0.974], [-5.440, -2.641, -6.131], [2.993, -4.609, 0.537], [5.066, 6.785, 2.136], [-8.403, -1.434, -4.715], [-3.052, -7.666, 2.379], [-2.740, -4.666, 4.133], [0.677, -0.470, -0.911], [3.899, 1.165, -4.867], [6.560, -1.995, 4.166], [4.620, -0.808, 3.014], [0.718, 5.962, 2.967], [-3.552, -6.209, 5.362], [5.667, -2.474, -3.866], [2.445, 4.822, 1.520], [-1.360, 0.609, 6.063], [-7.757, -1.475, -6.439], [-2.361, 1.912, 3.333], [-4.110, -2.658, 2.488], [-1.013, 0.235, -3.718], [3.141, -5.416, 2.181], [-5.117, -4.837, 4.060], [-4.522, -4.915, 0.556], [1.019, 4.745, 7.129], [3.147, 1.642, -2.578], [-1.570, -6.625, 0.838], [-3.004, -1.390, -3.046], [5.079, -0.825, -0.515], [-5.269, -4.486, -3.398], [-3.659, -5.201, -2.979], [-4.877, 1.802, 3.165], [4.401, 0.587, -1.845], [-5.675, 4.814, 2.503], [7.451, -0.468, 3.964], [2.245, -1.972, -5.661], [4.932, -3.265, 1.163], [4.141, -3.087, -6.263], [-1.295, -0.763, -8.342], [-6.908, 2.350, 2.354], [2.365, -2.579, 2.050], [-1.484, 4.884, 1.707], [-3.517, -2.725, 0.842], [-0.090, 4.668, 4.801], [-1.496, 3.153, 3.826], [3.272, 5.864, -1.402], [2.507, 9.066, 3.709], [3.334, 6.818, 4.566], [-1.817, 1.567, 7.260], [-5.728, 3.420, -0.228], [5.049, 3.120, -3.425], [-0.140, 1.744, -1.810], [4.913, 7.730, 3.623], [6.218, -2.214, -0.366], [-2.084, -8.906, 0.078], [-1.426, 2.547, -2.550], [-2.808, 5.575, 0.628], [-7.156, 3.887, 0.590], [-5.825, -5.792, 6.292], [5.136, -3.346, 2.974], [6.603, 1.908, -0.064], [-2.738, 3.449, 6.050], [-2.292, -7.040, -2.318], [8.193, -1.409, 1.519], [-1.499, 4.489, -1.221], [-1.748, -3.002, 2.813], [-6.549, 1.438, 0.982], [-2.149, -8.748, -2.502], [-2.337, 2.555, 1.179], [1.571, 8.867, 2.296], [0.794, 0.454, -5.547], [-7.910, 0.809, -6.518], [3.793, 10.719, 2.517], [4.586, -3.834, -4.245], [-4.184, -4.309, -5.517], [-4.795, -3.163, -1.592], [-4.388, 4.014, 3.964], [5.292, 1.044, 1.470], [3.999, 5.111, 1.120], [-2.660, -3.768, -4.642], [-4.734, -1.245, -2.751], [-1.666, -4.171, 1.454], [3.094, -3.480, 3.362], [-0.272, 3.999, 0.029], [-4.754, 5.280, 1.040], [-5.676, -0.269, -5.828], [7.112, -2.710, 1.823], [-4.560, -7.296, 1.474], [-3.806, -1.625, -7.478], [-1.824, -5.851, 3.135], [-3.474, 1.922, 5.756], [8.039, -0.646, -0.783], [-6.620, -7.050, 5.340], [0.177, 2.969, -2.977], [-3.642, -8.458, -0.458], [1.594, 4.166, 4.651], [-5.878, -6.054, 3.274], [-0.494, 2.181, 6.393], [4.130, -0.832, 1.439], [9.430, -1.499, 4.455]],
  "forces_ev_per_angstrom": [[-1.0580, 0.0520, -1.2980], [-0.0875, 1.4041, -0.5647], [1.0176, 0.5180, -0.7839], [-0.7119, -0.1410, -0.6445], [0.8332, -0.1511, -0.6849], [-0.9215, -0.9268, 0.1555], [0.2651, 0.6874, -1.1825], [0.3654, 0.4186, 0.8745], [-0.8995, -0.0912, 1.1324], [-0.5193, 0.9964, 2.1751], [1.2003, 0.4799, 1.0800], [-0.6027, 0.3378, 2.4481], [-0.7123, 1.2051, -0.0204], [1.2421, -0.0348, 0.1637], [-1.8858, -0.1923, 0.6453], [0.6002, 0.1449, 2.4591], [0.5308, 1.1144, -0.3932], [0.4335, 1.1224, 0.7785], [0.0346, -1.4992, 1.5355], [0.5857, -0.1913, 1.2176], [-0.1185, -0.7464, -1.0385], [1.5053, 1.3438, 1.0207], [-0.6318, -0.5808, -0.7539], [-1.6925, -0.2357, -0.6952], [-0.5572, 0.0599, -0.5601], [-0.1412, -0.4050, 2.1200], [0.2561, -0.4685, 0.1940], [-0.1320, 0.8561, 0.0943], [-0.6183, 1.1521, 0.2773], [-1.4483, 0.0761, 1.1300], [-0.0797, -0.4123, 0.6676], [0.0036, -0.3827, 0.6005], [-0.2692, 0.5715, -1.7058], [0.2519, -0.3648, 0.1913], [1.7134, 1.1836, -0.0007], [0.0298, -0.5345, -0.8884], [-0.8636, 0.5609, 0.9972], [0.2550, 0.5494, 0.5884], [-0.6565, -0.7077, -0.8118], [-1.0261, 0.3247, -1.4141], [-0.1428, 1.0923, 1.2245], [0.0061, -0.0483, 0.6473], [0.6446, 0.8051, -0.3825], [-0.6581, -1.6360, 0.3527], [0.3523, 0.1390, -0.7276], [1.5739, 1.6718, 0.2903], [-0.1316, -0.4220, 0.8041], [1.2504, -0.9894, -0.0796], [-0.3590, 1.2996, -0.9036], [0.2093, -0.0337, -1.5290], [-0.4951, 0.7133, -0.4039], [-0.4712, -0.5129, -1.1793], [0.9522, -0.3531, -0.8602], [-0.0195, -0.0326, -0.3936], [0.3408, -1.0265, 1.0534], [0.6662, -0.8086, 1.3813], [-0.2735, 2.1624, -0.9381], [1.0967, -0.3761, 0.3585], [0.7836, 1.4378, -0.9940], [-0.3266, -3.0442, -0.4990], [0.0112, -0.0341, -0.3195], [0.5408, -0.4853, 0.4700], [-1.2152, 0.9586, -0.0805], [-0.1870, -0.2769, -0.3400], [-0.3544, 0.4458, 1.0506], [-1.3745, -1.6052, 0.5171], [-0.6781, -0.7877, 0.3637], [0.4183, 1.3705, 0.4702], [0.3043, 0.4817, -0.4173], [0.9197, 0.7683, -0.3918], [-0.2589, -1.0685, -0.1804], [0.4310, -0.7903, 1.2917], [-1.2425, 0.1305, -1.1180], [1.1812, 0.1002, -0.5550], [-1.0171, 0.2548, -0.6252], [1.4704, 0.3351, -3.5885], [-0.4643, 0.6766, -0.1645], [0.2352, 1.5366, 0.4339], [-0.0389, -1.3248, -0.3228], [-0.1688, 0.6028, 1.0749], [1.5114, -1.7198, 0.7357], [1.1411, 0.0513, -0.7688], [-0.0127, -1.0182, -1.8552], [-0.9350, -0.0951, -0.2495], [-1.1321, -1.8671, -1.7542], [0.1970, -1.2960, -0.6599], [-0.7497, -0.4885, -1.2073], [-0.4143, -0.1287, -0.3381], [0.3744, 1.0139, -1.4979], [0.0725, 0.1658, 0.1938], [0.9999, -0.6502, -0.5348], [0.0822, 0.3067, -0.3075], [-0.4460, 0.5361, -0.4518], [0.1318, 0.0681, -0.0919], [0.2783, 0.1561, -0.0188], [0.0999, 0.1058, 0.8877], [0.0972, -0.2539, -0.2690], [0.4490, -0.1642, -0.2133], [0.4524, -0.4856, -0.5564], [-0.1066, 0.3394, 0.3236], [-0.3167, 0.0492, 0.1456], [-0.0432, 0.1892, 0.7959], [0.3732, -0.0291, 0.3296], [0.0636, 0.1876, -0.6135], [-0.2845, -0.3954, 0.4859], [0.0205, -0.0041, -0.1101], [0.0286, 0.2860, 0.2399], [-0.4539, 0.1060, 0.0852], [-0.0750, 0.4296, 0.3586], [-0.0064, -0.1444, -0.5665], [0.2267, -0.1832, 0.5645], [0.7376, -0.1600, -0.3165], [-0.0586, -0.2532, 0.1239], [0.3677, -0.2474, 0.1679], [-0.0509, -0.3892, 0.1285], [-0.9527, 0.3690, 0.2371], [0.1207, -0.3167, 0.3674], [-0.0979, -0.0355, -0.4560], [-0.3152, 0.4288, 0.2237], [0.1749, -0.1669, 0.3658], [0.3859, 0.0048, -0.4691], [0.2134, 0.3843, -0.2621], [-0.2379, 0.1374, 0.3363], [0.1933, -1.0513, 0.1591], [0.0607, 0.2060, -0.0462], [0.1586, -0.3414, 0.7717], [0.2251, -0.1388, 0.5138], [0.8501, 0.0166, -0.8643], [-0.1397, 0.0262, -0.1928], [-0.4171, -0.0654, 0.1868], [-0.0205, -0.0066, -0.0555], [0.3448, -0.2766, 0.1158], [-0.0024, 0.3515, 0.4507], [0.4152, -0.2521, -0.0375], [-0.0640, 0.0760, -0.2465], [-0.0863, -0.2891, 0.7219], [-0.3822, 0.0286, 0.0122], [0.0553, -0.2569, 0.5257], [-0.3413, -0.0970, 0.5901], [-0.1048, -0.0963, -0.1333], [0.6973, 0.0792, -0.0656], [-0.4215, 0.3158, -0.1579], [0.3968, -0.2527, 0.0774], [0.3518, 0.3218, -0.0872], [0.7506, -1.0275, 0.0734], [-0.5046, 0.1433, 0.4848], [-0.2711, -0.6510, 0.1193], [0.3926, 0.0183, -0.1993], [-0.2937, 0.0038, 0.0902], [-0.6555, 0.3771, -0.6841], [0.9153, -0.3250, 0.3920], [0.3498, 0.1054, -0.2652], [-0.4234, 0.2267, 0.3602], [0.1351, -0.2453, -0.2178], [-0.8308, 0.0662, -0.5774], [0.2254, 0.1976, -1.2193], [-0.3977, -0.6568, 0.2646], [-1.0291, -0.4782, 0.2498], [0.0816, 0.0772, 0.1224], [-0.0297, -0.2827, 0.2849], [0.2054, -0.4094, -0.6636], [0.3403, 0.5340, -0.1086], [0.8404, -0.3922, 0.0916], [-0.0713, 0.0718, -0.0876], [0.1942, 0.2301, 0.6374], [0.0232, -0.0322, 0.3866], [-0.0411, -0.0831, 0.2126], [-0.4166, -0.3537, 0.7546], [-0.0316, -0.4591, 0.5080], [-0.2233, -0.1117, -0.2805], [0.6528, -0.1013, -0.1460], [-0.4646, -0.0837, -0.0202], [0.3122, -0.0514, 0.1136], [-0.6372, 0.1941, -0.4633], [0.0513, -0.0379, 0.1813], [0.3973, -0.3434, 0.1355], [0.2793, -0.1006, 0.0461], [-0.3383, -0.8333, -0.0982], [0.0530, 0.4028, 0.1548], [0.4363, 0.5934, -0.1127], [-0.7258, 0.2587, 0.5382], [-0.0384, -0.1989, -0.0817], [0.0163, 0.0969, 0.1087], [0.2955, 0.3775, 0.1995], [0.1062, 0.7570, 0.6229], [0.3018, -0.2022, 0.1681], [-0.6602, 0.3739, 0.1335], [-0.1553, 0.4832, 0.3509], [0.2403, -0.0371, -0.0395], [-0.3325, 0.2641, 0.2981], [0.4157, -0.5481, -0.2621], [-0.2876, -0.1700, -0.0037], [-0.1673, 0.0082, 0.3418], [0.0034, 0.1420, 0.5862], [-0.3808, -0.1458, -0.4213], [0.2747, 0.1954, 0.3261], [0.2441, 0.9080, 0.3426], [-0.6152, 0.0499, 0.2523], [0.3534, -0.0842, -0.4168], [-0.2317, -0.3203, -0.5853], [0.2758, 0.1086, -0.0510], [-0.4643, 0.1091, 0.0257], [-0.0172, 0.4809, 0.2242], [0.3734, -0.0272, -0.1419], [0.1446, -0.3403, 0.1219], [0.4145, 0.0019, -0.3018], [-0.2240, -0.2815, 0.4979], [0.2145, 0.0570, -0.4332], [0.1226, 0.0303, -0.2878], [0.2867, -0.4665, -0.0550], [-0.3141, 0.4662, -0.0897], [-0.9961, 0.0213, -0.0733], [-0.3550, 0.1046, 1.0510], [0.1302, 0.2144, 0.1263], [0.0948, 0.0280, 0.1988], [0.3992, 0.0454, 0.6662], [-0.2815, -0.2418, 0.0059], [0.5415, 0.5723, -0.2800], [0.1320, -0.6037, -0.4488], [-0.0787, 0.0508, -0.6726], [0.1484, 0.5259, -0.1420], [-0.8517, -0.0449, 0.1213], [-0.1210, -0.2583, -0.3364], [0.1413, -0.1288, 0.3344], [-0.4044, 0.6470, 0.0871], [-0.0681, -0.0281, 0.0470], [0.2125, -0.3115, -0.2934], [0.2688, 0.2904, -0.3474], [-0.0426, 0.2733, -0.0463], [-0.3678, 0.0981, -0.1916], [-0.0811, -0.1388, 0.2520], [0.2089, 0.0528, -0.3176], [0.1533, 0.0546, -0.2705], [-0.1612, 0.2756, -0.2509], [-0.1144, -0.1368, 0.0267], [0.2008, -1.1051, -0.0464], [0.0817, -0.0989, -0.6601], [-0.8121, -0.5352, -0.1786], [-0.1055, 0.3079, -0.5114]]
}